{
  "formula": "C18H28F3N5SSiTc",
  "method": "ωB97M-V/def2-TZVPD",
  "s_squared": 3.78,
  "multiplicity": 4,
  "charge": 2,
  "molar_mass_g_mol": 529.604,
  "e_tot_ha": -2044.09367,
  "symbols": ["C", "H", "H", "C", "H", "C", "N", "C", "Si", "H", "H", "H", "H", "H", "H", "H", "N", "H", "H", "H", "C", "C", "C", "H", "C", "H", "C", "C", "N", "H", "F", "C", "S", "H", "C", "H", "H", "C", "H", "H", "H", "C", "Tc", "H", "H", "N", "C", "H", "C", "N", "C", "C", "F", "H", "F", "H", "H"],
  "coordinates": [[-2.41, -0.26, 4.00], [-2.46, 0.62, -3.37], [-3.02, 0.91, -1.65], [1.41, 2.98, -2.51], [1.83, -3.82, 1.46], [1.86, 1.99, -1.43], [-1.17, 0.79, 1.74], [-0.44, 0.25, 2.74], [2.80, -1.58, 0.71], [-0.05, 1.62, -3.40], [3.85, 0.71, 0.80], [3.25, -1.84, -1.78], [-3.62, -0.51, -2.59], [-0.22, 3.33, -3.88], [1.22, 0.26, 0.42], [-0.39, -0.64, 4.68], [-0.69, -0.31, -1.03], [-0.53, -3.95, -2.48], [1.34, 2.85, 0.37], [2.11, 2.93, -3.36], [-2.52, 0.89, 1.90], [-1.61, -0.75, -1.94], [0.01, 2.66, -3.03], [1.86, -2.64, 2.82], [0.30, -1.19, -0.65], [2.92, 2.20, -1.18], [-3.18, 0.30, 2.98], [0.34, -2.50, -1.13], [1.03, 2.08, -0.24], [-1.96, 2.74, -2.40], [-5.15, 1.03, 4.07], [3.67, -2.27, -0.84], [-3.19, 1.86, 0.64], [1.79, 0.96, -1.82], [-0.57, -2.92, -2.07], [3.60, -3.39, -0.89], [4.76, -2.02, -0.81], [-1.55, -2.02, -2.49], [3.07, 0.32, 2.38], [-2.29, -2.29, -3.25], [1.13, -3.18, -0.77], [3.66, -0.11, 1.53], [-0.89, 1.61, -0.15], [-2.91, -0.70, 4.87], [1.46, 4.02, -2.13], [1.27, -0.78, 0.20], [2.42, -2.99, 1.92], [3.38, -3.43, 2.27], [-2.73, 0.13, -2.40], [-1.02, 2.82, -1.97], [-1.02, -0.24, 3.88], [-4.67, 0.25, 3.08], [-5.08, -1.02, 3.34], [4.64, -0.41, 1.95], [-5.29, 0.62, 1.94], [0.63, 0.26, 2.58], [-0.99, 3.79, -1.64]]
}



{
  "formula": "C10H10O2",
  "method": "ωB97M-V/def2-TZVPD",
  "smiles": "Oc1cc2c(cc1O)[C@@H]1C[C@@H]1C2",
  "molar_mass_g_mol": 162.188,
  "e_tot_ha": -537.43807,
  "symbols": ["C", "O", "H", "O", "C", "H", "H", "C", "C", "C", "C", "H", "C", "C", "C", "H", "H", "H", "H", "H", "C", "H"],
  "coordinates": [[0.22, -0.70, -0.50], [0.84, 2.88, 1.50], [0.00, 3.39, 1.39], [2.84, 1.35, 0.89], [-0.77, 1.07, 0.76], [0.11, -1.34, -2.60], [-1.73, -2.76, 0.68], [-2.04, -0.90, -0.72], [-0.14, -1.76, -1.60], [1.60, 0.78, 0.61], [-0.87, -0.07, -0.08], [-3.27, -2.70, -0.40], [1.47, -0.39, -0.15], [-1.61, -1.97, -1.54], [-2.25, -2.38, -0.27], [2.66, 2.32, 1.09], [-2.08, -2.40, -2.45], [0.53, -2.63, -1.47], [-3.05, -0.21, -0.66], [2.34, -0.72, -0.67], [0.50, 1.58, 1.05], [-1.68, 1.70, 0.75]]
}



{
  "formula": "C23H30N2O7S2",
  "method": "ωB97M-V/def2-TZVPD",
  "smiles": "COCCNC(=O)c1cc(S(=O)(=O)N2CCOCC2)ccc1SCc1cccc(OC)c1OC",
  "molar_mass_g_mol": 510.634,
  "e_tot_ha": -2326.94978,
  "symbols": ["C", "H", "N", "C", "H", "H", "S", "H", "C", "H", "H", "H", "C", "O", "C", "H", "C", "H", "H", "C", "H", "H", "H", "O", "C", "C", "H", "O", "H", "C", "H", "C", "O", "C", "C", "H", "C", "H", "H", "H", "O", "C", "O", "H", "H", "H", "H", "C", "C", "H", "N", "H", "C", "C", "C", "H", "S", "O", "C", "H", "C", "H", "H", "C"],
  "coordinates": [[0.53, 2.64, -0.24], [2.42, 3.22, 0.29], [-0.39, -2.23, -2.56], [0.49, 0.70, 3.64], [1.28, -2.57, 0.86], [-3.53, -2.67, 1.60], [2.54, 1.88, 2.26], [-1.90, -3.30, 1.89], [0.08, 0.26, -0.54], [2.10, 6.17, -2.10], [-0.67, 0.58, -1.25], [2.67, -0.87, 2.05], [-0.67, 0.34, 2.93], [-0.71, -3.52, -0.34], [-1.41, -2.36, -3.58], [0.53, 5.38, -3.68], [-2.40, 1.18, 1.43], [-2.36, 0.35, 0.73], [1.12, -2.21, 5.24], [0.23, -1.08, -0.24], [1.53, 2.45, 4.31], [0.36, 5.09, -0.70], [-0.06, 3.99, -2.72], [-2.23, -1.69, -0.95], [0.73, 4.34, -3.39], [-1.16, -0.98, 3.06], [-2.45, -3.95, -4.64], [2.01, 4.23, -2.80], [0.76, 3.71, -4.28], [1.95, -0.57, 1.32], [-1.02, -1.92, -4.51], [-1.77, -3.83, -3.80], [-1.19, 1.33, 2.16], [0.84, 1.22, 0.12], [1.42, 4.90, -0.49], [-3.01, -3.02, 3.27], [0.63, -1.50, 4.60], [1.19, -5.12, -3.41], [1.29, -2.67, -3.69], [0.40, 2.73, 2.96], [-2.28, -1.31, 2.34], [1.10, 2.03, 3.41], [-0.55, 2.95, -0.70], [1.76, 5.57, 0.29], [3.32, 5.01, -1.52], [-2.23, -4.22, -2.88], [-2.49, 2.12, 0.88], [1.75, 0.78, 1.09], [0.77, -3.07, -2.81], [1.42, -3.02, -1.94], [1.52, 3.53, -0.05], [-2.28, -1.80, -3.24], [1.18, -1.51, 0.65], [1.12, -0.22, 4.47], [-2.69, -2.66, 2.29], [-0.08, -4.94, -2.15], [-0.91, -2.25, -0.97], [-0.62, -4.59, -4.12], [0.34, -4.52, -3.08], [-3.25, 1.05, 2.11], [-0.50, -1.87, 3.89], [2.02, 0.08, 4.99], [-0.87, -2.88, 3.98], [2.26, 5.14, -1.76]]
}



{
  "formula": "C4H9NO3",
  "method": "ωB97M-V/def2-TZVPD",
  "smiles": "CC(=O)O.CC(N)=O",
  "molar_mass_g_mol": 119.120,
  "e_tot_ha": -438.26799,
  "symbols": ["C", "H", "N", "H", "C", "C", "H", "H", "O", "H", "H", "O", "H", "H", "C", "O", "H"],
  "coordinates": [[-0.68, -0.69, -2.80], [-0.48, -1.18, -0.90], [0.06, -0.77, -1.69], [0.98, -0.75, -1.70], [0.96, 0.73, 2.47], [1.98, 1.76, 2.53], [-0.36, -0.02, 3.42], [-2.06, -2.21, -2.97], [0.95, -0.27, 1.81], [-2.77, -0.44, -3.08], [2.11, 1.79, 3.71], [-0.15, -0.41, -3.88], [2.82, 1.52, 1.86], [-2.63, -1.34, -1.70], [-2.17, -1.14, -2.65], [0.07, 0.76, 3.47], [1.38, 2.67, 2.11]]
}